[1]
Here is a structure of composition C8H16Cl3NiO4 from the OMol25 dataset. Energies are from ωB97M-V with the def2-TZVPD basis set.

Geometry as XYZ:
```
32
Properties=species:S:1:pos:R:3:forces:R:3
Ni -0.324581 -0.397330 0.332298 -0.7 0.1 0.2
Cl 0.465139 -1.898830 -1.211422 0.0 -0.1 0.3
Cl -2.786091 -0.532870 0.612828 1.1 0.1 -0.1
Cl 0.735989 0.826530 2.098308 -0.3 -0.3 -0.5
O -1.142181 2.197910 -3.022512 -0.1 -0.9 1.1
O -0.160801 1.076110 -1.307812 -0.5 0.7 -0.5
O -0.368001 -2.319280 2.118398 -1.2 1.0 -0.1
O 1.086119 2.003360 -2.970782 0.7 -0.6 1.1
C -0.695461 4.416860 -3.712042 0.0 2.0 0.9
C -0.100331 1.719890 -2.335412 1.3 0.0 -1.1
C 0.598159 -3.364690 3.934378 3.7 -0.8 -0.8
C -1.262721 -2.137730 3.226598 0.5 0.9 1.4
C 2.319929 1.307350 -2.469352 -1.1 0.0 0.1
C -0.446841 -2.526240 4.472628 -2.1 0.0 1.0
C -1.033421 3.089650 -4.154582 1.1 -1.2 -1.0
C 0.408289 -3.429940 2.385518 0.6 -1.1 1.4
H -0.085691 -4.353600 2.083968 -0.4 -0.2 0.0
H -1.547981 4.822290 -3.167122 0.1 0.4 0.2
H 3.199039 1.692570 -2.985942 -0.5 0.2 -0.4
H -0.077401 -1.689420 5.065388 0.0 0.1 -0.3
H 0.204279 4.434900 -3.097042 0.0 0.0 0.1
H -1.046121 -3.146780 5.138878 -0.5 0.3 0.2
H -1.546691 -1.098630 3.393098 0.0 0.0 -1.1
H 1.378079 -3.441470 1.888038 -0.2 0.6 -0.3
H -0.492911 5.041030 -4.582372 -0.1 0.3 -0.2
H 2.192459 0.236640 -2.628842 0.0 0.1 -0.2
H -1.958601 3.105600 -4.730682 -0.2 -0.6 0.4
H -2.168531 -2.743440 3.253448 0.0 -0.2 -0.9
H 2.522339 1.430820 -1.405452 -0.6 0.3 0.1
H 0.830879 -4.287680 4.465448 -0.7 -0.5 -0.3
H -0.224941 2.801280 -4.826372 -0.1 -0.7 -0.1
H 1.528599 -2.834860 4.138518 0.4 0.2 -0.5
```
Forces are in eV/Å.

E_LUMO (alpha / beta)   4.77 / 4.77 eV
HOMO level (alpha / beta)   3.06 / -3.44 eV
Spin multiplicity   4
Charge   -2
Largest force on an atom   3.9 eV/A
Kohn-Sham gap (alpha / beta)   1.71 / 8.21 eV

[2]
Here is a cluster of 2 separate species, C5H13NO in total from the OMol25 dataset. Energies are from ωB97M-V with the def2-TZVPD basis set.

Geometry as XYZ:
```
20
Properties=species:S:1:pos:R:3:forces:R:3
O -1.540551 -2.347308 -0.250161 -0.2 -0.1 1.3
N -1.799412 -0.627146 -1.630341 -0.1 0.0 0.6
C 2.512764 0.112106 -0.517780 0.2 -0.9 -0.7
C -1.566235 -1.146467 -0.366455 0.6 1.6 -2.5
C 1.990841 1.534905 -0.645299 1.2 -0.5 0.7
C -1.249757 -0.036613 0.632548 -1.5 -0.1 1.4
C -1.497565 -0.591809 2.041057 2.1 1.5 1.0
H -0.323859 0.498344 0.432957 0.6 -0.9 0.2
H 3.594148 0.000774 -0.358928 -0.2 0.6 0.3
H 0.915816 1.580065 -0.808231 0.1 0.1 0.0
H -0.846068 -1.433114 2.247274 -0.7 -0.8 -0.1
H -1.112506 0.114493 2.799323 -0.1 0.2 -0.4
H 2.016750 -0.467783 0.259379 -0.1 0.0 0.0
H 2.526764 2.014483 -1.466485 -0.2 0.3 0.2
H -2.158198 -1.287051 -2.300746 0.2 0.3 -0.3
H -1.674534 0.355147 -1.837971 -0.3 -0.4 0.0
H -2.545016 -0.655456 2.296739 -0.2 -0.8 -0.3
H 2.404388 -0.413825 -1.456674 -0.5 -0.4 -0.3
H 2.283621 1.966055 0.318738 -0.5 0.7 -0.4
H -1.931392 0.830202 0.611057 -0.3 -0.5 -0.9
```
Forces are in eV/Å.

E_LUMO   0.83 eV
HOMO level   -9.96 eV
Largest force on an atom   3.0 eV/A
Kohn-Sham gap   10.79 eV